No. 1
ORCA calculation (wB97M-V/def2-TZVPD) on 10 unconnected molecules or ions with the total composition C36H49BN9 at a distorted geometry.

Each line ends with the Mulliken charge.
Cartesian coordinates (Å):
B1 -0.3475 0.2768 0.5263  1.89
H1 0.8575 -0.0512 0.2053  -0.61
H2 -0.9975 0.7918 -0.5027  -0.53
H3 -1.1145 -0.7142 0.9903  -0.43
H4 -0.2455 1.1268 1.5273  -0.40
N1 3.0615 2.1198 0.6763  -0.02
C1 3.2925 3.4648 1.0823  -0.79
C2 4.7165 3.8338 0.6483  -0.56
C3 5.2865 2.5348 0.1033  -0.43
C4 4.2565 1.4508 0.2883  -0.15
H5 2.2125 1.7738 0.8373  0.21
H6 2.4175 3.7618 1.3523  0.82
H7 5.1695 4.9308 0.7083  0.31
H8 6.3165 2.5868 -0.3517  0.32
H9 4.3575 0.3448 0.0103  0.20
N2 -2.1905 -1.5832 -1.3197  0.55
C5 -2.1545 -2.8802 -1.7517  -0.39
C6 -3.1395 -2.8732 -2.9867  -0.95
C7 -3.7955 -1.6142 -2.9097  -0.55
C8 -3.0555 -0.6902 -1.8857  -0.76
H10 -1.4035 -1.3062 -0.5337  -0.37
H11 -1.4325 -3.7332 -1.5557  0.31
H12 -3.4155 -3.6502 -3.4987  0.56
H13 -4.8705 -1.1422 -3.4237  0.16
H14 -2.9165 0.1868 -1.4717  0.96
N3 -3.1205 3.9948 -0.0897  0.11
C9 -2.1855 4.2078 -1.1557  -0.33
C10 -2.2865 5.6438 -1.6177  -0.77
C11 -3.4845 6.2118 -0.6957  -0.79
C12 -3.9175 5.1448 0.1593  -0.23
H15 -3.4185 3.0328 0.2053  0.46
H16 -1.4725 3.5658 -1.5377  0.29
H17 -1.8465 6.1508 -2.3007  0.69
H18 -3.9645 7.1648 -0.7257  0.37
H19 -4.6855 5.0338 0.8703  0.30
N4 4.1275 -3.6882 0.2863  -0.03
C13 3.8055 -4.8632 -0.3607  -0.60
C14 2.4825 -4.5592 -1.0627  -1.21
C15 2.1685 -3.1582 -0.7857  -0.33
C16 3.3055 -2.6362 0.0593  -0.73
H20 4.9795 -3.5662 0.8713  0.27
H21 4.3495 -5.7882 -0.1747  0.38
H22 1.8525 -5.1922 -1.5247  0.57
H23 1.3845 -2.5812 -0.9217  1.00
H24 3.3635 -1.6862 0.4573  0.67
N5 -2.1955 -4.4742 1.1383  0.01
C17 -0.8145 -4.2482 1.0533  -0.63
C18 -0.1815 -5.3862 1.6423  -0.26
C19 -1.2445 -6.3512 2.1563  -0.60
C20 -2.5645 -5.6732 1.8793  -0.80
H25 -2.9655 -3.9902 0.6353  0.29
H26 -0.5535 -3.3792 0.4353  0.38
H27 0.9275 -5.4232 1.6313  0.36
H28 -1.1335 -7.3222 2.5733  0.42
H29 -3.4635 -6.0522 2.1433  0.55
N6 2.7495 3.8618 -1.1547  -0.06
C21 1.3675 3.5948 -1.3917  -0.37
C22 0.8855 4.2348 -2.6037  -0.21
C23 2.1075 4.8128 -3.2067  -1.02
C24 3.2675 4.5798 -2.3077  -0.45
H30 3.2795 3.6288 -0.4127  0.79
H31 0.8245 2.9918 -0.5957  0.02
H32 -0.1575 4.2198 -2.9697  0.51
H33 2.2695 5.3948 -4.1207  0.31
H34 4.3605 4.8528 -2.2747  0.33
N7 -3.3985 1.1958 1.3793  0.12
C25 -3.5415 2.1798 2.3613  -0.21
C26 -4.9355 2.7048 2.1693  -1.04
C27 -5.6015 1.9348 1.1453  -0.51
C28 -4.6035 0.9868 0.5863  -0.81
H35 -2.5125 0.8778 1.3203  0.11
H36 -2.7355 2.4948 3.1593  0.26
H37 -5.3625 3.5428 2.5323  0.80
H38 -6.6005 2.1648 1.0873  0.47
H39 -4.6995 0.3338 -0.1867  0.59
N8 -0.8495 -3.4552 3.8683  0.09
C29 -0.2275 -2.1682 3.9043  -0.53
C30 0.0845 -1.8862 5.4483  -0.75
C31 -0.3225 -3.2272 6.0853  -0.69
C32 -1.0025 -4.1062 5.0553  -0.20
H40 -1.2965 -3.9232 3.0043  0.58
H41 -0.2075 -1.6192 3.0423  0.58
H42 0.5805 -1.0592 5.8793  0.42
H43 -0.2375 -3.4272 7.0933  0.45
H44 -1.7215 -4.9842 5.0623  0.28
N9 2.4475 0.9948 -3.0137  0.06
C33 3.2535 1.1018 -4.1337  -0.54
C34 3.7325 -0.3322 -4.4447  -0.60
C35 3.0875 -1.3432 -3.4017  -0.37
C36 2.3215 -0.3632 -2.4997  0.15
H45 2.2265 1.7978 -2.7267  0.61
H46 3.4415 1.9918 -4.5577  0.54
H47 4.4455 -0.6572 -5.3787  0.19
H48 3.4595 -2.5062 -3.2877  0.19
H49 1.7045 -0.4962 -1.5217  -0.22

Forces on the atoms, in the same order (eV/Å):
-0.31 0.48 0.31
-1.25 0.01 0.30
0.94 -0.44 1.29
1.21 0.92 -0.48
-0.25 -0.79 -1.15
7.90 2.01 1.06
8.98 -4.82 -1.35
-2.33 -1.92 1.52
-2.73 0.81 1.68
1.30 3.02 -1.33
-4.07 -2.51 0.73
-4.69 3.61 2.02
-1.06 -2.89 -0.20
-1.43 -0.85 0.68
-0.55 2.09 0.34
3.56 -0.90 2.50
-2.71 0.22 -4.87
2.48 5.78 7.40
-0.80 3.88 0.75
-0.91 -9.55 -3.59
-2.67 -0.10 -2.23
-0.85 1.83 0.11
-1.45 -4.24 -2.84
3.66 -1.82 1.18
-0.42 4.81 1.15
0.48 0.57 -1.94
-3.08 6.52 0.71
-6.90 -6.38 9.24
2.14 -4.24 -0.51
3.37 0.32 -3.37
0.59 1.56 -0.36
0.87 -1.78 -0.12
3.14 2.98 -4.36
0.07 0.46 -0.09
-0.69 0.25 0.57
1.59 0.18 0.48
-4.09 1.77 -1.34
4.71 3.75 4.08
7.84 -3.45 3.22
-3.97 -4.05 -3.26
-1.08 -0.37 -0.87
-0.23 0.45 -0.23
-1.68 -2.28 -1.60
-3.76 2.29 -1.25
0.52 1.54 0.93
-2.06 -1.84 1.48
-1.71 -2.87 -0.09
-1.69 0.14 -0.52
-1.67 5.27 -2.33
9.13 0.83 -1.62
1.37 0.01 0.53
0.55 -0.63 0.77
-1.04 -0.41 0.31
0.23 -0.33 0.45
-2.93 -0.46 0.27
-4.91 2.72 -10.03
0.50 1.01 0.10
3.29 -0.83 1.62
2.00 -0.62 2.45
-3.44 -0.82 0.88
1.66 -0.56 0.96
0.50 0.96 -1.35
1.10 0.04 0.15
-0.54 -0.39 0.35
-1.61 -0.22 -0.44
-5.41 2.56 0.99
-3.40 1.17 -0.56
4.30 -4.77 -1.56
6.22 -1.21 0.99
-0.44 4.74 5.25
3.42 -2.22 -1.14
-1.66 -0.91 -2.24
-1.12 2.39 1.84
-2.20 -0.23 -1.35
0.14 -1.83 -1.74
-0.54 1.11 -0.88
-0.66 -3.11 7.33
-2.63 -6.50 -4.84
-1.41 1.66 -5.40
1.63 2.87 2.02
1.27 1.67 2.00
0.29 1.46 -1.90
0.39 0.56 0.23
0.05 -0.48 1.90
1.55 1.14 0.39
3.80 -10.42 -4.18
0.26 -9.55 1.67
-1.15 0.90 0.77
0.86 4.67 -0.01
1.23 -0.39 -1.45
-3.26 7.46 4.16
0.66 2.84 -1.46
-2.03 0.98 2.64
-1.56 3.49 -0.09
1.27 0.22 -2.22

Summary:
ΔE to the lowest compared entry with this formula, charge and spin = 2.609 eV
Kohn-Sham gap = 7.883 eV
LUMO level = 2.52 eV
Net charge = -1

=====

No. 2
ORCA calculation (wB97M-V/def2-TZVPD) on a single C21H27N3O2 molecule.

Each line ends with the Mulliken charge.
Cartesian coordinates (Å):
C1 -5.0020 -0.6739 -2.1684  -0.99
C2 -5.4893 -1.5157 -0.9952  -0.73
C3 -4.9770 -1.0634 0.3872  0.67
C4 -5.5702 0.2692 0.8555  -0.45
C5 -6.9208 0.0695 1.5368  -1.50
C6 -3.4565 -1.1690 0.4041  -0.26
O1 -2.9457 -2.2574 0.5885  -0.66
C7 -2.6071 0.0080 0.2065  1.12
C8 -2.8676 1.2746 -0.2945  -0.38
N1 -1.7212 1.9692 -0.2945  0.05
C9 -0.6918 1.2038 0.1869  0.05
C10 0.5996 1.8931 0.3522  0.48
O2 0.6037 3.1183 0.4313  -0.72
N2 1.7361 1.1653 0.4458  0.00
C11 1.9171 -0.2020 0.0184  -0.12
C12 2.9072 -0.2323 -1.1629  -1.64
N3 4.1625 0.4079 -0.8544  0.10
C13 5.2086 -0.3089 -0.2809  0.98
C14 5.0795 -1.6370 0.1350  -0.37
C15 6.1636 -2.3331 0.6372  -0.82
C16 7.4034 -1.7313 0.7480  -0.48
C17 7.5484 -0.4182 0.3317  -0.62
C18 6.4743 0.2804 -0.1793  -0.28
C19 3.9327 1.7836 -0.4661  -0.85
C20 2.9828 1.8442 0.7382  -0.92
C21 -1.2217 -0.0224 0.5129  -1.50
H1 -5.3502 0.3534 -2.0947  0.22
H2 -3.9158 -0.6711 -2.2178  0.29
H3 -5.3856 -1.0883 -3.0983  0.39
H4 -5.1634 -2.5468 -1.1474  0.41
H5 -6.5812 -1.5109 -0.9778  0.30
H6 -5.3033 -1.8365 1.0947  0.40
H7 -4.8855 0.7445 1.5608  0.41
H8 -5.7067 0.9451 0.0119  0.14
H9 -6.8162 -0.5578 2.4192  0.37
H10 -7.3338 1.0272 1.8459  0.42
H11 -7.6295 -0.4043 0.8615  0.30
H12 -3.7718 1.7031 -0.6732  0.42
H13 -1.5862 2.9359 -0.5526  0.26
H14 0.9684 -0.6256 -0.3013  0.52
H15 2.3153 -0.7859 0.8559  0.17
H16 3.0784 -1.2567 -1.4915  0.48
H17 2.4592 0.3201 -1.9981  0.43
H18 4.1292 -2.1446 0.0790  0.27
H19 6.0296 -3.3575 0.9537  0.36
H20 8.2449 -2.2766 1.1467  0.39
H21 8.5121 0.0659 0.3962  0.36
H22 6.6268 1.2912 -0.5255  0.40
H23 4.8681 2.2748 -0.2082  0.34
H24 3.4806 2.3120 -1.3123  0.35
H25 2.7478 2.8786 0.9922  0.52
H26 3.4553 1.3501 1.5954  0.29
H27 -0.7350 -0.8621 0.9658  0.62

Forces on the atoms, in the same order (eV/Å):
-0.10 -0.16 0.11
0.08 0.04 0.03
-0.09 -0.19 -0.04
-0.07 -0.18 0.15
0.16 0.11 -0.12
-0.42 -0.11 0.05
0.03 0.01 0.00
0.45 0.26 0.01
-0.22 -0.32 0.07
0.16 0.29 -0.13
-0.16 -0.30 0.09
0.12 0.13 0.12
-0.13 0.12 -0.10
0.06 0.04 0.07
0.09 -0.36 -0.35
-0.22 -0.20 0.19
-0.10 0.07 -0.33
0.24 -0.18 0.01
-0.20 0.07 -0.05
0.16 -0.04 0.04
0.07 -0.14 0.05
0.00 0.02 0.05
-0.01 0.10 0.05
-0.12 0.19 0.34
0.24 0.44 -0.05
0.02 0.25 -0.10
0.00 0.16 -0.05
0.10 0.04 -0.09
0.01 0.03 -0.10
-0.09 -0.02 0.05
-0.03 -0.08 0.02
0.13 0.07 -0.04
-0.02 0.09 -0.07
0.09 0.13 -0.03
-0.02 -0.07 0.09
-0.11 0.04 0.04
-0.13 -0.06 -0.03
-0.18 0.11 -0.05
-0.03 -0.07 0.05
0.10 -0.01 0.05
-0.07 -0.04 -0.05
-0.03 0.03 -0.03
-0.03 -0.09 0.04
-0.10 0.00 -0.01
-0.01 -0.07 0.02
0.07 -0.05 0.03
0.07 0.04 -0.01
0.00 0.07 -0.06
-0.04 0.01 -0.06
0.05 0.04 0.07
0.08 -0.15 0.03
0.00 0.03 -0.04
0.15 -0.14 0.04

Summary:
ΔE to the lowest compared entry with this formula, charge and spin = 1.433 eV
Kohn-Sham gap = 8.402 eV
LUMO level = 0.66 eV

=====

No. 3
ORCA calculation (wB97M-V/def2-TZVPD) on a single BrH3P2 molecule at a distorted geometry.

Each line ends with the Mulliken charge.
Cartesian coordinates (Å):
P1 -0.0774 0.8157 0.0778  -0.09
P2 1.0602 -1.0166 -0.0291  0.03
Br1 3.5818 0.1080 0.0268  -0.26
H1 0.3379 1.0512 -1.2249  0.10
H2 -1.4086 0.5348 -0.2461  0.09
H3 1.3062 -1.3233 1.4588  0.13

Forces on the atoms, in the same order (eV/Å):
0.58 1.71 1.09
2.83 -0.80 1.65
-2.56 -0.87 -0.09
-0.07 0.27 -0.61
-0.16 -0.88 -0.24
-0.62 0.56 -1.81

Summary:
ΔE to the lowest compared entry with this formula, charge and spin = 1.244 eV
Kohn-Sham gap = 7.386 eV
LUMO level = -1.99 eV

=====

No. 4
ORCA calculation (wB97M-V/def2-TZVPD) on 2 unconnected molecules or ions with the total composition C4H13N2O at a distorted geometry.

Each line ends with the Mulliken charge.
Cartesian coordinates (Å):
C1 -1.9225 0.8893 0.7586  -0.48
C2 -0.4572 1.2411 0.4156  -0.75
C3 0.4464 0.0799 0.7064  -0.41
C4 1.1781 -0.5299 -0.2354  -0.13
N1 2.0825 -1.6359 0.1472  -0.24
N2 -2.0114 0.4542 2.1655  -0.54
H1 -2.2576 0.0703 0.0518  0.34
H2 -2.5540 1.7620 0.5152  0.31
H3 -0.2062 2.0666 1.0064  0.36
H4 -0.4119 1.5846 -0.6459  0.29
H5 0.4578 -0.2812 1.6514  0.39
H6 1.1989 -0.3276 -1.2973  0.37
H7 1.8672 -2.5108 -0.3839  0.38
H8 3.0556 -1.4282 0.0043  0.36
H9 1.9780 -1.8267 1.1310  0.36
H10 -2.0154 1.1694 2.8171  0.19
H11 -2.8715 -0.0091 2.4208  0.22
H12 0.6759 0.5261 -3.7628  0.31
H13 0.8578 -0.9956 -4.1054  0.30
O1 0.9093 -0.2985 -3.3606  -0.63

Forces on the atoms, in the same order (eV/Å):
-0.48 -0.51 -0.41
-1.04 -1.18 -1.45
0.62 0.65 -3.97
-0.59 0.85 0.55
-0.87 -1.01 -0.54
-0.15 -1.78 -1.42
0.29 0.69 1.06
0.21 -0.22 0.14
0.73 1.28 1.06
0.14 -0.45 0.72
0.02 -0.92 3.08
0.01 0.11 0.01
0.19 0.72 0.48
0.69 0.31 -0.32
-0.13 -0.29 0.62
0.53 2.22 1.14
-0.18 -0.47 -0.66
-0.21 0.71 -0.53
0.08 1.84 1.74
0.15 -2.56 -1.28

Summary:
ΔE to the lowest compared entry with this formula, charge and spin = 2.443 eV
Kohn-Sham gap = 9.139 eV
LUMO level = -3.41 eV
Net charge = +1

=====

No. 5
ORCA calculation (wB97M-V/def2-TZVPD) on a molecular structure, C29H49Cl2OPV at a distorted geometry.

Each line ends with the Mulliken charge.
Cartesian coordinates (Å):
P1 0.0340 -0.5481 -0.9066  1.33
C1 1.5787 0.0529 -1.8408  -0.02
C2 1.7946 -0.3614 -3.3045  -0.27
C3 3.1774 0.0637 -3.7928  -1.02
C4 3.5055 1.5433 -3.5152  -0.66
C5 3.1177 2.0248 -2.1123  -0.86
C6 1.7178 1.5704 -1.6937  0.06
C7 -1.3903 0.3123 -1.7883  0.53
C8 -1.2302 0.4474 -3.2964  -0.75
C9 -2.5214 0.9668 -3.9245  -1.06
C10 -3.0100 2.2684 -3.2757  -0.72
C11 -2.9752 2.2631 -1.7381  -0.98
C12 -1.6945 1.6755 -1.1492  -0.20
C13 -0.1419 -2.2356 -1.7302  -0.24
C14 1.0551 -3.1375 -1.3778  -0.73
C15 0.9642 -4.5239 -2.0307  -0.87
C16 -0.3795 -5.2291 -1.8034  -0.72
C17 -1.5887 -4.3177 -2.0502  -0.86
C18 -1.4771 -2.9247 -1.4045  -0.70
H1 2.3594 -0.4402 -1.2302  0.71
H2 1.0470 0.1174 -3.9449  0.06
H3 1.6675 -1.4416 -3.4538  0.16
H4 3.2398 -0.1234 -4.8732  0.39
H5 3.9316 -0.5643 -3.3015  0.39
H6 4.5819 1.6939 -3.6625  0.38
H7 2.9938 2.1646 -4.2664  0.31
H8 3.8394 1.6422 -1.3800  0.35
H9 3.1559 3.1192 -2.0813  0.38
H10 1.5247 1.8884 -0.6591  -0.72
H11 0.9749 2.0725 -2.3313  0.26
H12 -2.2370 -0.3685 -1.5961  0.47
H13 -3.2977 0.1975 -3.8215  0.39
H14 -0.9576 -0.5114 -3.7589  0.25
H15 -0.4278 1.1643 -3.5122  0.16
H16 -2.3462 1.1303 -4.9950  0.39
H17 -4.0378 2.4554 -3.6083  0.40
H18 -2.3972 3.1016 -3.6499  0.28
H19 -3.1029 3.2884 -1.3743  0.40
H20 -3.8278 1.6764 -1.3708  0.39
H21 -1.7945 1.5780 -0.0567  -0.15
H22 -0.8481 2.3533 -1.3255  0.22
H23 -0.1354 -2.0469 -2.8209  0.20
H24 2.0044 -2.6804 -1.6949  0.28
H25 1.1292 -3.2490 -0.2830  0.32
H26 1.1267 -4.4249 -3.1103  0.34
H27 1.7786 -5.1510 -1.6495  0.41
H28 -0.4155 -5.5830 -0.7631  0.31
H29 -0.4476 -6.1075 -2.4612  0.36
H30 -2.5008 -4.8093 -1.6913  0.41
H31 -1.7109 -4.1938 -3.1326  0.36
H32 -2.3198 -2.3236 -1.7752  0.13
H33 -1.6173 -2.9939 -0.3132  0.27
V1 -0.1067 0.7495 2.0623  -0.26
Cl1 -1.7914 -0.6632 1.6892  -0.52
Cl2 2.0312 0.2098 1.6983  -0.56
C19 -0.5849 1.6274 3.7817  -0.07
H34 -0.9144 1.3895 4.7963  0.36
C20 -0.5880 3.0102 3.4760  0.51
C21 -1.1711 4.0604 4.2521  -0.75
C22 -1.3317 5.3252 3.7034  -0.43
C23 -0.8369 5.6088 2.4171  -0.55
C24 -0.1668 4.6113 1.6842  -0.65
C25 -0.0446 3.3209 2.1942  -0.25
H35 -1.5579 3.8347 5.2471  0.39
H36 -1.8362 6.1039 4.2760  0.38
H37 0.2581 4.8475 0.7020  0.42
H38 0.5364 2.5422 1.6299  0.95
H39 -0.9561 6.6036 1.9905  0.38
C26 0.0646 -3.2240 4.9676  -1.50
C27 0.4291 -2.4015 3.7609  0.17
O1 0.3150 -1.0085 4.0721  0.08
C28 1.1424 -0.5619 5.1530  -0.61
C29 0.3932 -0.5794 6.4660  -1.12
H40 0.8702 -3.1600 5.7068  0.35
H41 -0.0633 -4.2791 4.7189  0.44
H42 -0.8650 -2.8627 5.4133  0.34
H43 1.4461 -2.6202 3.3940  0.28
H44 -0.2590 -2.5882 2.9269  0.01
H45 2.0607 -1.1655 5.1487  0.43
H46 1.4453 0.4705 4.9321  0.39
H47 0.0257 -1.5741 6.6883  0.30
H48 1.0402 -0.2705 7.2853  0.37
H49 -0.4528 0.1019 6.4490  0.23

Forces on the atoms, in the same order (eV/Å):
0.20 0.28 -1.50
-0.51 -0.46 0.46
-0.08 0.21 -0.14
0.23 0.03 0.16
-0.14 -0.05 -0.23
-0.02 -0.06 0.03
0.24 0.01 -0.15
0.44 -0.33 0.51
-0.36 0.23 -0.11
-0.05 -0.01 0.06
0.16 0.09 -0.09
-0.19 0.00 -0.03
0.06 -0.11 -0.24
-0.01 0.03 0.04
0.04 -0.11 0.11
-0.15 0.02 -0.10
0.00 0.15 0.33
0.14 0.08 -0.11
-0.10 -0.17 0.17
0.00 0.34 -0.17
0.28 -0.12 0.14
0.14 0.24 0.08
0.15 -0.02 0.20
-0.03 0.03 -0.07
-0.18 0.08 -0.06
0.04 -0.09 0.15
-0.06 0.06 -0.03
0.17 -0.09 0.04
0.03 -0.11 -0.16
0.16 -0.11 0.11
0.06 0.35 0.06
0.06 0.04 -0.06
-0.09 0.30 0.10
-0.23 -0.13 0.03
-0.23 -0.05 0.10
0.16 0.13 0.03
-0.05 -0.12 0.08
-0.13 -0.10 -0.01
0.11 0.06 0.02
-0.08 -0.03 -0.23
-0.16 -0.05 -0.03
0.06 -0.19 0.40
-0.27 0.00 0.12
-0.14 0.05 -0.19
0.01 0.09 0.01
-0.09 0.05 -0.10
0.00 -0.02 -0.14
0.01 0.12 0.27
0.11 0.05 -0.08
0.00 0.07 0.01
0.22 -0.12 0.12
0.15 -0.03 -0.22
-1.20 -0.96 2.32
-0.59 0.04 0.36
0.73 0.36 0.35
0.57 -0.98 -1.21
0.04 -0.37 -0.30
0.08 1.34 -0.46
0.05 -0.57 -0.66
0.32 -0.02 -0.33
0.16 -0.55 0.15
0.08 0.04 -0.29
-0.48 0.63 0.53
0.10 0.00 -0.29
0.16 -0.17 -0.16
-0.21 -0.05 0.39
0.00 1.13 -0.02
0.05 -0.26 0.10
0.20 -0.61 0.20
-0.06 0.34 -0.23
-0.03 0.14 -0.39
0.12 0.11 -0.53
0.15 -0.15 0.31
-0.24 -0.14 0.02
0.04 0.02 -0.11
0.07 -0.11 -0.14
-0.14 0.05 0.19
0.11 0.20 0.24
-0.12 0.05 0.26
-0.05 -0.26 -0.17
-0.05 0.14 0.20
0.15 0.07 0.04
-0.11 0.04 -0.10

Summary:
Kohn-Sham gap (spin up / spin down) = 6.214 / 6.029 eV
2S+1 = 2
LUMO level (spin up / spin down) = -1.17 / -1.24 eV